one) Density functional theory data (the ωB97M-V functional and the def2-TZVPD basis) for a gas-phase ion, C5H13N2 (charge +1).

Properties
Kohn-Sham gap (alpha / beta), eV: 4.37 / 7.88
Spin multiplicity: 3
E_HOMO (alpha / beta), eV: -7.52 / -16.56
Total charge: +1

Each line ends with the Mulliken spin population.
Positions of all 20 atoms, in Å:
C 0.157 -0.216 -0.365  0.084
C -1.175 0.256 0.151  0.453
N -2.297 -0.705 0.294  0.492
H 1.562 1.089 1.976  -0.268
H 1.407 1.449 -1.325  -0.034
C 0.343 -1.745 -0.508  -0.058
H 0.954 2.101 0.666  -0.065
H 0.739 -2.110 0.381  0.007
H 1.140 -0.144 -2.307  0.026
H -0.042 -0.476 1.853  0.157
H -0.467 -2.369 -0.923  -0.002
H -1.779 -1.607 0.326  -0.012
H 1.105 -1.873 -1.219  0.028
H -2.815 -0.703 -0.606  0.007
C 0.631 0.606 -1.628  0.296
N 0.724 1.400 1.491  0.441
H 0.170 1.917 2.225  -0.248
H -0.163 1.144 -2.036  -0.016
H -1.622 1.139 -0.180  0.077
C 0.045 0.242 1.022  0.636

two) Density functional theory data (the ωB97M-V functional and the def2-TZVPD basis) for 2 unconnected molecules or ions with the total composition C5H13N2.

Properties
Kohn-Sham gap (alpha / beta), eV: 6.47 / 7.80
Spin multiplicity: 3
E_HOMO (alpha / beta), eV: -9.97 / -15.43
Total charge: +1

Each line ends with the Mulliken spin population.
Positions of all 20 atoms, in Å:
C 2.322 0.923 0.404  0.083
H 0.117 1.285 0.248  -0.016
C -2.151 -0.802 1.121  0.006
C -1.804 -0.166 -0.176  0.032
H 1.403 -1.215 -2.025  0.027
N 0.128 0.357 -0.135  0.847
N -2.304 1.040 -0.502  0.136
H 1.462 -1.844 -0.503  0.067
H 2.828 0.293 1.141  0.037
H -1.770 1.473 -1.261  -0.003
C 1.380 0.085 -0.365  0.683
H 3.096 1.380 -0.202  0.036
H 1.817 1.645 1.073  0.004
C 1.806 -1.067 -1.107  0.032
H -1.812 -1.854 1.027  -0.001
H -1.676 -0.830 -0.999  0.018
H 2.939 -1.017 -1.137  -0.001
H -1.824 -0.511 2.175  0.005
H -3.283 -0.855 1.035  0.006
H -2.674 1.682 0.187  0.000

The structure with the greatest stability is two).

one) Density functional theory data (the ωB97M-V functional and the def2-TZVPD basis) for a molecular structure, C8H18O2.

Properties
Kohn-Sham gap, eV: 8.36
E_HOMO, eV: -7.67

Each line ends with the natural charge from an NBO analysis.
Positions of all 28 atoms, in Å:
H 0.325 2.291 -0.042  0.246
C 2.100 0.289 0.088  -0.697
H -0.617 -0.052 2.332  0.205
C -0.568 -0.376 -2.723  -0.099
H -0.479 -2.552 -2.566  0.193
H 2.222 0.872 -0.817  0.253
O 1.737 0.650 2.438  -0.670
H 0.618 -2.707 -0.424  0.200
C 1.470 0.943 1.142  0.477
H -1.009 0.659 -1.141  0.474
C 0.344 -1.728 -0.806  -0.508
H -2.536 -0.597 -0.008  0.202
H 1.245 -0.730 -0.423  0.286
C -0.963 -0.628 1.478  -0.659
H -1.583 -0.467 -3.140  0.166
C -0.204 -1.653 -2.017  -0.230
O -0.466 0.793 -1.926  -0.729
H -0.219 -0.995 0.455  0.257
H 2.326 -0.111 2.495  0.486
C -2.240 -0.050 0.892  -0.632
H -1.129 -1.646 1.836  0.200
H 0.106 -0.219 -3.572  0.187
H 1.262 3.049 1.258  0.238
H 3.005 -0.263 0.330  0.219
H -0.205 2.156 1.659  0.231
C 0.655 2.178 0.987  -0.692
H -2.120 1.004 0.627  0.187
H -3.078 -0.109 1.591  0.212

two) Density functional theory data (the ωB97M-V functional and the def2-TZVPD basis) for 3 unconnected molecules or ions with the total composition C8H18O2.

Properties
Kohn-Sham gap, eV: 8.73
E_HOMO, eV: -8.51

Each line ends with the natural charge from an NBO analysis.
Positions of all 28 atoms, in Å:
H -2.537 0.881 -1.252  0.228
C -0.252 2.226 2.330  -0.394
H -2.194 2.440 -0.253  0.208
H 2.605 -0.737 1.041  0.208
H -1.003 -0.370 0.184  0.242
H 2.275 -1.884 -1.609  0.231
H 2.648 -2.669 0.005  0.203
C -0.218 1.553 1.166  0.011
H -2.127 0.409 1.323  0.216
C -1.889 1.519 -0.595  -0.605
H -0.902 -1.484 -1.363  0.487
H 0.542 0.328 -1.251  0.221
C 1.173 0.418 -0.398  -0.163
C 0.915 1.730 0.323  -0.509
H -1.381 -3.155 0.705  0.489
H 1.818 2.372 0.545  0.240
H -1.006 -2.113 -2.661  0.465
H 0.658 2.412 -0.485  0.221
H -1.037 1.587 -1.382  0.198
C 2.088 -2.010 -0.602  -0.664
H -0.008 -2.610 0.660  0.493
H 1.022 -2.523 -0.741  0.200
C -1.286 0.712 0.609  -0.463
H 0.399 3.152 2.583  0.182
O -0.850 -2.441 0.204  -0.953
H -0.762 2.034 3.159  0.182
O -0.753 -1.221 -2.295  -0.959
C 2.063 -0.556 0.049  -0.214

The structure with the greatest stability is two).

one) Density functional theory data (the ωB97M-V functional and the def2-TZVPD basis) for a gas-phase ion, C5H10N3O (charge +1).

Properties
Kohn-Sham gap, eV: 9.90
E_HOMO, eV: -13.57
Total charge: +1

Each line ends with the natural charge from an NBO analysis.
Positions of all 19 atoms, in Å:
H -1.804 -0.245 0.933  0.287
H 1.281 0.302 -1.545  0.472
C 0.350 1.756 -0.652  -0.207
H 0.159 -3.456 0.964  0.428
N 0.331 -1.351 1.582  -0.402
H 0.989 2.411 -0.340  0.217
H -0.652 1.740 1.385  0.240
O -0.087 -2.422 -1.605  -0.528
H -1.423 2.360 -0.087  0.247
C 0.072 -0.508 -0.008  0.217
H -1.735 0.110 -0.843  0.242
C -0.810 1.639 0.280  -0.418
H 1.873 0.743 -0.033  0.455
H -0.047 1.882 -1.693  0.232
N 1.050 0.485 -0.511  -0.532
C 0.082 -1.944 -0.518  0.604
C -1.250 0.218 0.055  -0.451
N 0.308 -2.526 0.677  -0.457
H 1.313 -1.193 1.958  0.354

two) Density functional theory data (the ωB97M-V functional and the def2-TZVPD basis) for a molecular structure, C5H10N3O.

Properties
Kohn-Sham gap, eV: 10.47
E_HOMO, eV: -14.36
Total charge: +1

Each line ends with the natural charge from an NBO analysis.
Positions of all 19 atoms, in Å:
H 0.079 3.145 -0.859  0.238
O -0.498 -2.589 -0.416  -0.607
H 2.484 -2.119 0.643  0.426
H 0.049 2.555 0.793  0.234
H 1.306 -1.091 0.943  0.432
H -2.734 -2.703 0.003  0.285
H -0.228 -0.288 2.399  0.398
C -0.969 0.232 0.576  0.482
C -0.915 1.125 -0.583  -0.477
H 1.166 1.752 -0.560  0.217
N -0.105 0.187 1.473  -0.689
N -1.998 -0.701 0.432  -0.366
H -0.673 0.578 -1.406  0.233
C 0.749 -2.675 -0.209  0.581
C -2.034 -1.828 0.056  0.500
H -1.837 1.422 -0.785  0.239
H 1.295 -3.586 -0.768  0.198
C 0.164 2.217 -0.320  -0.605
N 1.572 -1.907 0.426  -0.721

three) Density functional theory data (the ωB97M-V functional and the def2-TZVPD basis) for a gas-phase ion, C5H10N3O (charge +1).

Properties
Kohn-Sham gap (alpha / beta), eV: 8.60 / 8.61
E_HOMO (alpha / beta), eV: -12.76 / -12.76
Total charge: +1

Each line ends with the natural charge from an NBO analysis.
Positions of all 19 atoms, in Å:
C -0.864 -0.988 0.601  -0.101
H 0.817 2.087 -1.747  0.214
N 0.609 1.050 -0.029  -0.236
H 0.652 2.688 1.299  0.247
H -3.139 -2.179 0.202  0.367
C 0.377 -0.239 0.628  -0.201
N -1.608 -1.043 -0.466  -0.169
H -0.277 0.723 -1.822  0.230
N -2.726 -1.729 -0.609  -0.566
H 1.711 1.530 1.594  0.226
H -1.266 -1.404 1.662  0.194
C 1.437 -1.147 -0.211  0.442
H 1.720 -2.122 0.379  0.182
H -3.312 -1.810 -1.478  0.420
H 2.026 2.476 0.147  0.235
C 1.302 2.017 0.762  -0.417
H 0.602 -0.252 1.711  0.259
C 0.339 1.256 -1.247  0.148
O 1.601 -0.912 -1.378  -0.475

The structure with the greatest stability is two).

one) Density functional theory data (the ωB97M-V functional and the def2-TZVPD basis) for C3H6O3S in the gas phase.

Properties
Kohn-Sham gap (alpha / beta), eV: 7.56 / 7.86
E_HOMO (alpha / beta), eV: -9.40 / -9.60

Each line ends with the natural charge from an NBO analysis.
Positions of all 13 atoms, in Å:
H 0.208 1.953 0.563  0.142
H 0.255 0.653 -1.199  0.221
C 0.952 -1.031 -0.420  -0.051
H -1.112 1.116 1.174  0.197
O 0.756 -2.076 0.449  -0.692
H 0.804 -1.766 1.330  0.499
H 1.251 -1.432 -1.294  0.198
C -0.098 0.897 0.852  -0.079
O 2.631 1.133 -0.641  -0.805
S 2.469 -0.089 0.116  1.291
H -1.093 -0.309 -0.710  0.228
O 0.754 0.362 1.734  -0.668
C -0.112 0.044 -0.455  -0.480

two) Density functional theory data (the ωB97M-V functional and the def2-TZVPD basis) for C3H6O3S in the gas phase.

Properties
Kohn-Sham gap, eV: 9.53
E_HOMO, eV: -9.05

Each line ends with the natural charge from an NBO analysis.
Positions of all 13 atoms, in Å:
C 0.803 0.074 -0.938  -0.142
H 1.501 -0.709 -1.201  0.174
O -0.763 -1.531 0.030  -0.707
H -1.461 -1.547 0.660  0.501
H -0.581 -0.382 -1.985  0.470
H -0.840 2.028 0.770  0.145
C 0.011 -0.419 0.221  0.162
O -2.251 0.620 1.001  -0.536
O -0.084 0.411 -1.936  -0.680
S 1.103 -0.639 1.825  -0.153
C -1.121 0.959 0.801  0.417
H 1.462 0.840 -0.771  0.198
H 2.222 0.295 1.524  0.152

three) Density functional theory data (the ωB97M-V functional and the def2-TZVPD basis) for 2 unconnected molecules or ions with the total composition C3H6O3S.

Properties
Kohn-Sham gap, eV: 10.61
E_HOMO, eV: -10.77

Each line ends with the natural charge from an NBO analysis.
Positions of all 13 atoms, in Å:
C -0.247 -0.900 0.231  -0.440
H 1.347 -1.050 1.925  0.220
C 0.776 0.163 0.085  -0.528
O -0.397 2.076 -1.783  -0.839
H -0.486 -1.761 -0.412  0.246
H -1.144 -0.755 0.765  0.234
S -1.280 1.443 -0.899  2.482
H 1.825 -1.869 0.294  0.217
H 0.713 1.064 0.722  0.241
O -1.693 2.135 0.285  -0.839
O -1.907 0.215 -1.272  -0.837
C 1.100 -1.144 0.861  -0.399
H 1.393 0.384 -0.802  0.244

The structure with the greatest stability is two).